37
Properties=species:S:1:pos:R:3:forces:R:3 method="wB97M-V/def2-TZVPD" homo_ev=-10.31 fmax_ev_per_a=1.18 multiplicity=1 gap_ha=0.3610 relative_energy_ev=0.5445
O 0.254 -4.186 0.461 0.843 -0.567 -0.185
H 3.120 -1.295 -0.534 -0.125 -0.345 0.673
O 1.668 1.678 3.069 0.470 -0.541 0.301
H -0.234 3.756 1.232 -0.458 -0.119 -0.349
H -2.404 1.738 -1.365 0.239 0.098 0.089
H 1.279 3.805 1.213 0.298 0.125 -0.093
H 0.286 -4.222 -0.495 0.088 -0.059 -0.204
O -1.885 -2.785 1.138 0.048 -0.039 0.981
H -3.961 -1.200 -0.101 -0.385 0.078 0.041
O -2.601 0.994 -1.934 -0.869 0.000 0.236
O 3.274 -0.799 -1.339 0.185 0.129 -0.637
H -2.310 -2.247 0.470 -0.271 0.606 -0.973
H -3.075 -0.582 -1.161 0.381 0.865 -0.554
O 1.892 1.837 -2.170 -0.314 -0.107 0.018
O -1.531 3.227 -0.129 0.100 -0.042 -0.144
O 0.530 3.776 1.808 0.114 0.163 0.225
H 1.086 2.163 2.484 -0.342 0.512 -0.114
H -2.390 2.939 0.182 -0.305 0.002 0.433
H 2.879 0.057 -1.172 -0.147 0.230 -0.048
O 2.934 -2.280 1.151 0.565 0.279 -0.244
H 0.083 0.251 -4.196 0.066 -0.300 -0.047
H -2.603 -3.257 1.559 -0.048 -0.330 0.183
Xe -0.158 0.175 0.154 0.277 -0.148 0.154
H -0.492 -3.619 0.655 -0.455 0.221 0.191
H -1.721 3.957 -0.717 -0.055 0.386 -0.235
O 0.412 -2.200 2.790 0.433 -0.024 0.317
H -0.464 -2.053 2.433 -0.458 -0.193 -0.420
H 0.567 -1.448 3.362 0.179 0.140 0.189
H 3.275 -3.121 0.846 0.046 -0.260 -0.048
O -0.460 0.967 -3.867 -0.503 0.150 -0.083
H 2.134 2.575 -1.611 0.030 0.210 0.213
H 2.435 1.940 -2.952 0.287 -0.056 -0.287
H 0.066 1.368 -3.174 0.616 0.219 0.338
H -1.870 0.961 -2.550 0.450 -0.258 -0.733
O -3.288 -1.418 -0.746 -0.227 -0.863 0.489
H 2.178 -2.510 1.691 -0.747 -0.034 0.185
H 1.095 1.056 3.516 -0.006 -0.126 0.143



10
Properties=species:S:1:pos:R:3:forces:R:3 method="wB97M-V/def2-TZVPD" homo_ev=-9.46 fmax_ev_per_a=2.92 multiplicity=1 gap_ha=0.3764 relative_energy_ev=0.2953 smiles="NNC(N)=O"
C 0.633 0.498 -0.055 -0.123 0.660 0.290
O 0.718 1.706 -0.043 -0.025 -0.046 -0.073
N -0.554 -0.206 -0.088 0.096 -2.784 -0.862
H -2.214 0.237 0.955 0.412 0.074 -0.615
H 2.683 0.157 -0.014 -1.557 -0.602 0.080
H 1.742 -1.331 0.197 -0.121 1.447 -0.223
N 1.752 -0.310 0.019 1.265 -0.811 -0.060
H -2.526 0.100 -0.649 0.547 -0.228 -0.498
H -0.411 -1.244 -0.337 -0.926 2.282 0.711
N -1.824 0.393 0.015 0.432 0.007 1.249



65
Properties=species:S:1:pos:R:3:forces:R:3 method="wB97M-V/def2-TZVPD" homo_ev=-6.34 fmax_ev_per_a=0.49 multiplicity=1 gap_ha=0.1716 relative_energy_ev=0.3369
H -5.328 2.597 -3.294 0.005 0.003 0.002
H 2.802 -4.733 2.022 0.001 -0.004 -0.015
F -0.295 -2.576 2.646 -0.003 0.020 0.040
S -3.956 0.738 -2.584 0.019 -0.063 -0.006
N 1.014 -4.403 0.993 0.088 -0.052 -0.071
C 1.716 1.210 0.454 -0.180 -0.077 -0.167
C 0.740 -0.744 1.580 -0.062 0.021 0.015
O 1.913 3.899 -0.814 -0.017 0.118 0.009
C 2.027 -6.573 1.183 -0.006 -0.004 -0.003
H -2.376 2.909 -0.273 -0.252 0.015 -0.087
C -3.480 5.229 1.687 -0.100 -0.084 0.114
C 1.660 -0.262 0.655 0.034 0.012 0.012
C 3.440 0.723 -1.154 -0.049 -0.041 -0.031
H 2.730 -3.244 -0.587 0.000 -0.002 0.005
C 1.837 -5.211 1.875 -0.058 0.017 0.053
O 0.949 1.907 1.104 0.161 0.239 0.187
H 1.099 -6.043 -0.562 -0.004 0.000 0.005
C 3.452 -1.962 -3.067 0.001 0.005 -0.001
C -2.385 7.707 1.225 -0.042 0.018 0.020
C -1.688 6.560 0.894 0.002 -0.117 -0.065
H 2.960 -6.624 0.624 0.001 -0.005 0.001
H -1.201 -6.642 0.110 0.006 0.000 -0.007
H -3.346 3.742 -2.580 0.006 0.012 0.010
H -0.495 -6.919 1.710 -0.003 -0.003 -0.002
H 5.068 -0.916 -2.100 0.003 0.001 0.003
O -1.588 4.148 0.793 0.360 0.016 -0.208
C 2.670 1.650 -0.543 -0.042 0.044 0.099
H -4.386 4.015 -1.168 -0.015 0.043 0.046
H -5.721 2.072 -1.641 0.004 0.002 -0.002
H 1.969 -7.417 1.867 -0.006 -0.002 0.000
H 3.151 -1.106 -3.671 -0.001 -0.002 0.000
C -4.913 2.265 -2.346 -0.043 -0.018 0.000
H 0.158 -0.030 2.148 -0.011 -0.007 -0.025
Cl -4.532 9.042 2.206 -0.004 0.009 -0.001
H 4.178 1.074 -1.866 0.007 -0.011 0.004
N -3.007 2.459 -0.960 0.233 -0.243 -0.014
C 0.574 -2.091 1.724 0.017 0.056 0.035
O 3.955 3.351 -1.533 0.005 0.007 -0.053
C -4.196 6.359 2.028 -0.022 -0.006 -0.001
C -3.905 3.252 -1.776 0.000 0.026 0.044
C 1.271 -2.997 0.931 0.054 0.009 -0.004
H 1.375 -5.343 2.863 0.009 0.013 0.000
C 2.217 -2.526 0.040 -0.053 -0.016 -0.035
N 0.912 -6.722 0.181 0.008 -0.005 0.000
C -3.643 7.602 1.788 0.032 0.002 -0.014
C -0.378 -4.824 1.040 -0.058 -0.026 -0.027
H 4.098 -2.599 -3.673 0.001 -0.001 0.003
C 2.879 3.101 -0.994 -0.060 -0.117 0.102
C -2.803 1.200 -1.335 0.120 0.446 0.168
H -0.926 -4.289 0.264 0.004 -0.006 0.001
H -5.172 6.263 2.483 0.002 0.004 0.003
Cu 0.230 3.896 0.128 -0.090 0.009 -0.007
H -1.941 8.675 1.041 0.000 0.000 0.002
S -1.602 0.219 -0.755 -0.027 -0.346 -0.062
H 2.550 -2.521 -2.813 -0.007 0.005 -0.002
C -2.196 5.249 1.092 -0.072 0.071 0.086
C -0.407 -6.344 0.790 -0.005 -0.002 0.010
C 4.187 -1.492 -1.819 0.005 -0.018 -0.020
Cl -4.189 3.675 2.059 0.066 0.077 -0.124
N 3.371 -0.631 -0.974 0.019 0.036 0.034
Cl -0.111 6.756 0.190 0.004 -0.083 -0.002
C 2.442 -1.149 -0.095 -0.002 0.012 -0.021
H -0.866 -4.620 1.997 0.017 -0.015 -0.029
H 4.546 -2.334 -1.224 -0.006 0.009 -0.004
H 0.894 -7.660 -0.212 0.004 -0.003 -0.002



34
Properties=species:S:1:pos:R:3:forces:R:3 method="wB97M-V/def2-TZVPD" homo_ev=-8.30 fmax_ev_per_a=1.17 multiplicity=1 gap_ha=0.3238 relative_energy_ev=2.7795 smiles="Cc1cc(C(=O)NNC(=S)NCc2ccccc2)no1"
H 1.057 -0.994 -3.193 0.032 0.019 -0.091
N -0.435 1.680 -0.995 -0.613 -0.299 0.953
C -0.589 -1.933 1.836 0.234 0.155 -0.053
C 2.672 2.727 -2.451 -0.271 -0.061 -0.131
C -2.794 -0.941 2.441 -0.126 -0.261 -0.066
C 1.190 -1.437 0.153 -0.131 -0.110 0.042
H -1.330 -1.423 -2.749 -0.072 0.008 -0.079
O 0.364 1.135 2.425 0.231 0.079 -0.091
N -2.023 -1.963 2.030 0.177 0.005 -0.066
H -1.980 0.854 0.342 -0.052 -0.080 0.223
H -0.188 -2.899 2.157 -0.085 0.113 0.044
C -0.155 -1.680 0.410 0.085 -0.135 -0.063
O 0.374 2.087 -1.990 0.395 0.224 -0.479
C 1.625 -1.198 -1.137 0.057 -0.040 -0.086
H -2.994 1.028 2.710 0.185 -0.202 -0.166
H 2.360 3.631 -2.971 0.053 0.070 -0.033
C -1.054 -1.680 -0.646 0.029 -0.110 -0.004
C 1.615 2.286 -1.513 0.281 -0.115 1.123
H 2.673 -1.010 -1.323 0.088 0.018 -0.018
N -1.567 0.796 1.269 -0.561 -0.223 -0.022
N -2.345 0.348 2.325 0.397 0.492 -0.083
H 2.434 2.061 0.520 0.242 0.021 0.124
H -0.154 -1.167 2.487 -0.024 -0.130 -0.025
C 0.290 1.624 0.099 0.458 0.384 -0.978
H 2.852 1.957 -3.200 0.074 -0.026 -0.059
S -4.279 -1.210 3.109 -0.513 -0.033 0.266
C -0.270 1.177 1.395 -0.412 -0.131 0.346
H 3.591 2.921 -1.907 0.033 0.010 0.014
C 0.720 -1.190 -2.185 0.095 0.005 -0.075
C -0.619 -1.430 -1.936 -0.034 -0.053 -0.015
H -2.456 -2.867 2.147 -0.056 0.204 0.031
H 1.893 -1.429 0.973 0.108 0.026 0.122
C 1.624 2.009 -0.174 -0.210 0.173 -0.641
H -2.101 -1.870 -0.459 -0.093 0.003 0.034



19
Properties=species:S:1:pos:R:3:forces:R:3 method="wB97M-V/def2-TZVPD" homo_ev=-9.65 fmax_ev_per_a=2.38 multiplicity=1 gap_ha=0.3769 relative_energy_ev=1.3613 smiles="CC(C)CC=O.O"
H -1.795 2.156 -1.323 -0.508 -0.630 -0.072
C 0.574 1.324 -1.828 -0.090 -0.756 0.761
H -2.105 -2.927 0.730 -0.201 0.111 -0.027
C -0.293 0.755 -0.634 1.191 1.701 -1.154
H 0.019 0.679 1.507 -0.120 0.129 0.147
C -1.436 1.743 -0.377 0.491 0.081 -0.643
H -1.031 2.665 0.050 -0.075 -0.267 0.727
H -2.897 -2.300 1.909 -0.292 0.166 -0.166
H 0.216 2.309 -2.117 -0.001 -0.060 -0.320
H 1.300 1.518 0.649 -0.114 0.166 -0.073
H 1.619 1.403 -1.536 0.025 0.081 -0.020
H 1.728 -1.008 1.624 -0.548 -0.152 0.871
C 1.492 -0.547 0.671 1.407 0.445 -0.810
O 2.164 -0.936 -0.255 -0.438 -0.186 -0.448
O -2.139 -2.836 1.685 0.511 -0.254 0.182
C 0.613 0.670 0.593 -0.797 -1.041 0.758
H 0.559 0.594 -2.632 -0.106 0.338 -0.414
H -0.662 -0.200 -0.993 -0.143 -0.304 0.511
H -2.223 1.268 0.202 -0.193 0.434 0.191



17
Properties=species:S:1:pos:R:3:forces:R:3 method="wB97M-V/def2-TZVPD" charge=+1 homo_ev=-14.62 fmax_ev_per_a=0.64 multiplicity=1 gap_ha=0.4166 relative_energy_ev=1.3788
H -2.417 0.695 -2.709 0.103 0.134 -0.120
N -1.072 0.064 0.391 0.162 -0.252 0.131
C -0.949 0.366 -1.053 -0.099 0.297 -0.122
N 1.434 -0.097 1.517 0.104 -0.079 -0.110
H -0.308 1.242 -1.167 0.123 -0.085 -0.068
H -1.622 0.796 0.857 -0.057 -0.153 -0.172
H -0.518 -0.468 -1.603 0.141 -0.086 0.165
H 1.488 -0.689 2.340 -0.122 -0.070 0.048
C -2.311 0.707 -1.616 0.080 -0.247 -0.297
H 1.707 -1.695 0.146 -0.046 -0.037 0.154
H 1.924 0.752 1.791 -0.171 0.037 -0.115
H -1.577 -0.819 0.529 0.090 0.289 0.043
H 3.218 -0.935 0.649 0.005 -0.042 0.055
O -3.229 0.938 -0.891 -0.434 0.134 0.448
C 2.172 -0.747 0.416 0.207 -0.012 -0.237
H 2.146 -0.118 -0.473 -0.005 0.111 0.043
H -0.086 0.008 0.877 -0.083 0.061 0.153